1.
ORCA calculation (wB97M-V/def2-TZVPD) on a structure of composition C19H21N7O.

XYZ file:
```
48
Properties=species:S:1:pos:R:3:lowdin_charge:R:1
O 0.086 -1.418 -7.782 0.073
N 1.180 0.271 2.753 0.173
N -0.680 1.475 2.164 0.147
N 0.647 1.768 6.091 0.122
C -0.995 -1.712 -7.329 -0.486
C 0.308 0.591 1.890 -0.463
C -0.353 1.838 3.352 -0.335
C 1.332 2.071 7.273 -0.122
C 1.416 1.409 5.035 -0.241
C 2.680 2.018 7.458 -0.110
C 2.773 1.157 5.222 -0.014
C 3.405 1.497 6.426 -0.078
C 0.539 -0.831 -1.508 -0.043
C -0.878 1.031 -0.913 -0.003
C 0.075 -0.750 -2.794 -0.035
C -1.390 1.044 -2.230 -0.057
C 0.012 0.009 -0.496 -0.232
C -0.959 0.174 -3.193 -0.182
N -1.389 2.777 3.553 0.113
N 0.505 -0.105 0.772 0.105
N 0.770 1.165 3.762 0.019
N -1.690 -0.806 -6.492 -0.042
C -1.725 -2.867 -7.901 0.004
C -3.044 -0.939 -6.015 -0.176
C -0.784 -0.105 -5.601 -0.130
C -3.067 -0.384 -4.597 -0.115
C -1.733 0.272 -4.523 -0.290
H 0.696 2.320 8.171 0.120
H 3.198 2.268 8.385 0.113
H 3.351 0.939 4.281 0.125
H 4.491 1.395 6.577 0.117
H 1.261 -1.589 -1.364 0.094
H -1.177 1.804 -0.146 0.107
H 0.516 -1.519 -3.573 0.141
H -2.020 1.867 -2.516 0.108
H -2.188 2.449 2.998 0.104
H -1.664 2.963 4.518 0.080
H 0.950 -0.988 1.034 0.159
H -1.824 -3.701 -7.210 0.090
H -2.789 -2.541 -8.061 0.098
H -1.354 -3.213 -8.785 0.048
H -3.316 -1.948 -5.896 0.093
H -3.714 -0.421 -6.740 0.134
H -0.396 0.776 -6.062 0.124
H 0.074 -0.745 -5.343 0.108
H -4.014 0.378 -4.531 0.167
H -3.241 -1.204 -3.894 0.117
H -1.883 1.357 -4.740 0.152
```

Computed properties:
E_LUMO, hartree: 0.0168
2S+1: 1
Gap between HOMO and LUMO, eV: 7.96
Energy relative to the best compared isomer or geometry (same formula, charge and spin), kcal/mol: 85.7
E, eV: -32518.8714

***

2.
ORCA calculation (wB97M-V/def2-TZVPD) on an isolated molecule of C19H21NO4.

XYZ file:
```
45
Properties=species:S:1:pos:R:3:lowdin_charge:R:1
C 2.101 -0.197 -2.403 -0.003
C 1.625 -0.975 -1.225 -0.244
C 0.779 -0.690 -0.179 -0.076
C 0.793 -1.847 0.657 0.062
C 1.620 -2.748 0.066 -0.227
O 2.129 -2.214 -1.073 0.093
C 2.044 -4.140 0.436 -0.543
C 3.571 -4.167 0.583 -0.036
H 3.887 -3.486 1.370 0.090
H 4.047 -3.866 -0.347 0.083
H 3.906 -5.170 0.836 0.085
C 1.388 -4.552 1.753 -0.048
H 0.305 -4.541 1.662 0.088
H 1.701 -5.559 2.022 0.086
H 1.677 -3.876 2.553 0.088
C 1.618 -5.100 -0.683 -0.036
H 0.537 -5.089 -0.801 0.090
H 1.931 -6.114 -0.446 0.085
H 2.073 -4.807 -1.626 0.083
H 0.240 -1.949 1.566 0.122
C 0.020 0.531 0.153 -0.401
O -0.308 0.794 1.292 0.088
N -0.266 1.310 -0.938 0.145
C -0.963 2.517 -0.995 -0.197
C -1.468 3.147 0.135 0.040
C -2.170 4.342 0.020 -0.213
C -2.322 4.935 -1.232 -0.040
C -1.817 4.309 -2.357 -0.079
C -1.147 3.106 -2.246 -0.025
H -0.757 2.620 -3.131 0.108
H -1.947 4.761 -3.329 0.104
H -2.857 5.868 -1.322 0.111
C -2.727 4.984 1.207 -0.021
C -3.336 4.344 2.206 0.008
C -3.668 2.904 2.205 -0.546
O -4.070 2.265 1.266 0.116
O -3.542 2.375 3.433 0.106
H -3.746 1.427 3.408 0.131
H -3.653 4.870 3.095 0.114
H -2.616 6.060 1.261 0.119
H -1.307 2.706 1.103 0.109
H 0.003 0.940 -1.837 0.116
H 2.265 0.846 -2.140 0.089
H 1.390 -0.250 -3.230 0.087
H 3.039 -0.626 -2.748 0.089
```

Computed properties:
SMILES string: Cc1oc(C(C)(C)C)cc1C(=O)Nc1cccc(/C=C\C(=O)O)c1
E_LUMO, hartree: 0.0168
2S+1: 1
Gap between HOMO and LUMO, eV: 8.79
Energy relative to the best compared isomer or geometry (same formula, charge and spin), kcal/mol: 18.3
E, eV: -29724.5112

***

3.
ORCA calculation (wB97M-V/def2-TZVPD) on an isolated molecule of C19H21NO5.

XYZ file:
```
46
Properties=species:S:1:pos:R:3:lowdin_charge:R:1
C -0.687 -3.474 -1.721 -0.079
H -0.490 -4.531 -1.896 0.093
O -1.760 -3.436 -0.808 -0.081
C -2.198 -2.219 -0.383 -0.271
C -1.697 -1.004 -0.837 0.060
C -2.194 0.188 -0.333 -0.130
C -3.212 0.178 0.636 -0.211
C -3.715 -1.037 1.070 -0.019
C -3.213 -2.224 0.568 -0.006
H -3.602 -3.170 0.909 0.117
H -4.500 -1.076 1.808 0.105
O -3.627 1.417 1.080 -0.106
C -4.643 1.462 2.051 -0.086
H -5.571 1.013 1.682 0.097
H -4.338 0.960 2.975 0.097
H -4.811 2.519 2.253 0.093
N -1.714 1.439 -0.727 0.157
C -0.749 1.743 -1.631 -0.472
O -0.214 0.946 -2.371 0.069
C -0.398 3.228 -1.636 -0.076
C 0.280 3.652 -0.324 -0.071
C 1.526 2.815 -0.099 -0.478
O 2.653 3.208 -0.221 0.144
O 1.178 1.568 0.237 0.061
C 2.175 0.594 0.359 -0.220
C 3.091 0.636 1.395 0.005
C 4.031 -0.374 1.505 -0.034
C 4.066 -1.422 0.596 -0.281
C 3.139 -1.438 -0.441 -0.036
C 2.198 -0.435 -0.569 0.013
H 1.491 -0.421 -1.383 0.101
H 3.163 -2.241 -1.163 0.114
C 5.093 -2.508 0.706 -0.053
H 5.846 -2.388 -0.072 0.084
H 5.591 -2.478 1.671 0.073
H 4.634 -3.486 0.576 0.079
H 4.749 -0.341 2.311 0.111
H 3.071 1.452 2.101 0.124
H -0.395 3.507 0.522 0.121
H 0.573 4.701 -0.379 0.126
H -1.303 3.820 -1.787 0.123
H 0.281 3.407 -2.471 0.131
H -2.129 2.195 -0.200 0.139
H -0.927 -0.953 -1.584 0.089
H 0.207 -3.000 -1.304 0.086
H -0.947 -2.992 -2.668 0.099
```

Computed properties:
SMILES string: COc1ccc(OC)c(NC(=O)CCC(=O)Oc2ccc(C)cc2)c1
E_LUMO, hartree: 0.0215
2S+1: 1
Gap between HOMO and LUMO, eV: 8.39
Energy relative to the best compared isomer or geometry (same formula, charge and spin), kcal/mol: 34.1
E, eV: -31771.6848

***

4.
ORCA calculation (wB97M-V/def2-TZVPD) on an isolated molecule of C19H22B2O4.

XYZ file:
```
47
Properties=species:S:1:pos:R:3:lowdin_charge:R:1
O -0.093 2.800 1.204 0.096
O -1.164 1.028 -0.274 0.121
O 1.123 -1.778 2.194 0.088
O 1.825 -0.950 0.059 0.085
B -0.954 2.336 0.148 -0.482
B 1.724 -2.006 0.954 -0.519
C -2.722 4.019 -0.035 -0.047
C -1.476 3.687 -2.068 -0.011
C 1.386 -4.471 1.284 -0.005
C 2.982 -3.786 -0.378 -0.041
C -3.504 4.955 -0.673 -0.038
C -2.251 4.674 -2.705 -0.037
C 1.460 -5.814 0.880 -0.052
C 3.086 -5.111 -0.726 -0.029
C -1.685 3.399 -0.716 -0.096
C 2.107 -3.459 0.634 -0.102
C -3.194 5.375 -1.979 -0.300
C 2.252 -6.111 -0.157 -0.316
C -3.793 6.586 -2.589 -0.058
C 2.166 -7.461 -0.752 -0.061
C 0.341 1.857 2.064 -0.189
C -0.726 0.082 0.696 -0.100
C 0.840 -0.517 2.634 -0.138
C 1.656 0.377 0.471 -0.117
C 0.544 0.472 1.478 -0.347
H -2.755 4.002 1.068 0.126
H -0.691 3.212 -2.598 0.100
H 0.732 -4.225 2.108 0.109
H 3.341 -2.846 -0.909 0.143
H -4.262 5.532 -0.131 0.117
H -2.102 4.875 -3.756 0.106
H 0.832 -6.553 1.402 0.127
H 3.715 -5.293 -1.591 0.108
H -3.493 7.452 -2.021 0.082
H -3.589 6.654 -3.670 0.084
H -4.867 6.408 -2.539 0.081
H 3.115 -7.652 -1.314 0.088
H 2.179 -8.243 0.033 0.088
H 1.275 -7.473 -1.398 0.094
H 1.318 2.226 2.446 0.152
H -0.348 1.900 2.911 0.148
H -0.532 -0.870 0.099 0.160
H -1.594 -0.245 1.317 0.156
H 1.659 -0.100 3.297 0.160
H -0.020 -0.621 3.316 0.145
H 1.521 0.970 -0.515 0.179
H 2.635 0.706 0.797 0.143
```

Computed properties:
SMILES string: Cc1ccc(B2OCC3(CO2)COB(c2ccc(C)cc2)OC3)cc1
E_LUMO, hartree: 0.0186
2S+1: 1
Gap between HOMO and LUMO, eV: 9.28
Energy relative to the best compared isomer or geometry (same formula, charge and spin), kcal/mol: 0.0
E, eV: -29606.4019